w | Here is CH5N4O2 as an isolated structure from the Open Molecules 2025 dataset. Energies are from wB97M-V/def2-TZVPD.

The value obtained for the orbital gap is 11.00 eV. The value obtained for the LUMO energy is -0.1425 Ha. As for the multiplicity: 1. The HOMO energy is -0.5466 Ha. As for the net charge: +1.

Geometry (Å):
C  -3.417  -0.064  -0.112
N  -4.328  0.327  0.476
N  0.070  -0.502  -0.890
N  2.070  -1.095  -0.012
N  1.071  -0.829  -0.427
O  -2.344  -0.176  -0.531
O  3.309  0.699  0.565
H  2.876  1.548  0.339
H  -5.272  0.468  0.779
H  -0.875  -0.754  -0.990
H  4.231  0.758  0.253
H  2.609  -0.380  0.550

Mulliken population analysis, charges in e, atoms 1 to 2: 0.350, -0.194



x | Here is a 2-piece molecular cluster, CH5N4O2 overall from the Open Molecules 2025 dataset. Energies are from wB97M-V/def2-TZVPD.

The value obtained for the orbital gap is 10.81 eV. The value obtained for the LUMO energy is -0.1508 Ha. As for the multiplicity: 1. The HOMO energy is -0.5480 Ha. As for the net charge: +1.

Geometry (Å):
C  -1.457  0.412  2.782
N  1.653  -0.577  -1.884
N  -2.205  0.556  3.666
N  1.315  -0.360  -0.725
N  0.125  0.022  -0.449
O  -0.566  0.228  2.019
O  0.828  -0.504  -2.966
H  2.682  -0.796  -1.981
H  -2.852  1.295  3.923
H  -0.576  0.267  -1.062
H  -0.203  0.210  0.454
H  1.255  -0.753  -3.776

Mulliken population analysis, charges in e, atoms 1 to 2: 0.525, 0.268



Most stable: x



w | Here is the molecule C2H5N3O from the Open Molecules 2025 dataset. Energies are from wB97M-V/def2-TZVPD.

The value obtained for the orbital gap is 10.79 eV. The value obtained for the LUMO energy is 0.0166 Ha. As for the multiplicity: 1. The HOMO energy is -0.3797 Ha.

Geometry (Å):
N  -2.290  -1.375  0.140
C  -1.636  -0.448  -0.015
N  -0.798  0.610  -0.118
C  0.618  0.534  -0.100
N  1.022  -0.732  -0.761
O  1.254  0.659  1.109
H  -1.206  1.565  0.028
H  0.996  1.247  -0.845
H  0.148  -0.979  -1.186
H  1.164  -1.261  0.027
H  0.729  0.180  1.722

Mulliken population analysis, charges in e, atoms 1 to 2: -0.420, 0.332



x | Here is the molecule C2H5N3O from the Open Molecules 2025 dataset. Energies are from wB97M-V/def2-TZVPD.

The value obtained for the orbital gap is 9.39 eV. The value obtained for the LUMO energy is 0.0128 Ha. As for the multiplicity: 1. The HOMO energy is -0.3323 Ha.

Geometry (Å):
C  1.329  -0.775  -0.571
N  -1.477  0.138  1.392
C  -0.876  1.244  -0.232
N  -0.409  0.094  0.672
N  0.343  -0.890  0.474
O  -1.017  1.129  -1.404
H  -1.676  -0.769  1.822
H  -0.983  2.146  0.377
H  0.995  -1.340  -1.444
H  1.524  0.254  -0.883
H  2.247  -1.229  -0.202

Mulliken population analysis, charges in e, atoms 1 to 2: -0.615, -0.891



Most stable: w